1.
Formula: C5H3BrFNO2S
Source: the Open Molecules 2025 dataset
Level of theory: ωB97M-V/def2-TZVPD

CARTESIAN COORDINATES (ANGSTROEM)
1 C 0.849 0.816 0.295
2 C -0.485 0.253 0.736
3 C 1.098 1.175 -0.976
4 C -1.580 0.720 -0.244
5 C -1.025 0.848 -1.424
6 N 0.125 0.834 -1.894
7 O -0.432 -1.131 1.001
8 O -0.085 -3.493 0.597
9 F 1.803 -1.912 0.232
10 S 0.163 -2.257 -0.044
11 Br -3.324 1.089 0.341
12 H 1.634 0.805 1.033
13 H -0.777 0.705 1.693
14 H 2.037 1.548 -1.346

Values from the calculation:
Gap between HOMO and LUMO (spin up / spin down) in eV: 8.27 / 7.11
2S+1: 3
E in eV: -94408.2515

Here are the Mulliken charges for atoms 1 to 5, given in e: -0.547, 0.111, -0.178, -0.096, 0.336

2.
Formula: C5H3F2IN2
Source: the Open Molecules 2025 dataset
Level of theory: ωB97M-V/def2-TZVPD

CARTESIAN COORDINATES (ANGSTROEM)
1 C 2.616 0.169 -1.535
2 C 1.634 -0.218 -0.932
3 C -0.650 -0.082 -0.240
4 C -1.740 0.284 1.615
5 C 0.588 -0.966 -0.009
6 N -0.561 1.188 -0.839
7 N -1.172 0.245 -1.419
8 F 0.344 -2.239 -0.411
9 F 1.092 -1.129 1.209
10 I -2.185 2.229 0.972
11 H 3.398 0.646 -2.185
12 H -0.882 0.307 2.185
13 H -2.483 -0.434 1.587

Values from the calculation:
Gap between HOMO and LUMO in eV: 9.04
Relative energy (zero: lowest compared OMol25 entry of this formula, charge and spin) in eV: 1.385
E in eV: -21741.6036

Here are the Mulliken charges for atoms 1 to 5, given in e: 0.091, -1.028, 0.372, -0.948, 1.358

3.
Formula: C5H3IN
Source: the Open Molecules 2025 dataset
Level of theory: ωB97M-V/def2-TZVPD

CARTESIAN COORDINATES (ANGSTROEM)
1 C 0.130 -1.103 -0.425
2 C -0.814 -0.180 -0.274
3 C 1.076 -1.876 -0.336
4 C -1.817 0.385 0.102
5 C 3.613 0.268 0.719
6 N -2.874 1.114 0.146
7 I 5.296 0.914 0.120
8 H 1.534 -2.795 -0.548
9 H -2.960 1.857 -0.608
10 H -3.183 1.417 1.104

Values from the calculation:
Gap between HOMO and LUMO (spin up / spin down) in eV: 7.34 / 3.53
Relative energy (zero: lowest compared OMol25 entry of this formula, charge and spin) in eV: 5.366
Charge: +1
E in eV: -14807.1261

Here are the Mulliken charges for atoms 1 to 5, given in e: 0.000, -0.008, -0.589, 0.586, -0.069

4.
Formula: C5H3INO3
Source: the Open Molecules 2025 dataset
Level of theory: ωB97M-V/def2-TZVPD

CARTESIAN COORDINATES (ANGSTROEM)
1 C -0.785 0.070 2.237
2 C -3.272 -0.975 2.440
3 C -0.899 -0.056 0.918
4 C -1.808 0.606 3.360
5 C 0.132 -0.013 -0.172
6 N -2.980 -0.773 1.328
7 O -1.817 0.000 4.417
8 O -2.340 1.638 2.958
9 O -2.150 -0.372 0.362
10 I 1.205 0.298 2.960
11 H -0.338 -0.288 -1.114
12 H 0.544 0.994 -0.262
13 H 0.953 -0.702 0.032

Values from the calculation:
Gap between HOMO and LUMO in eV: 7.48
Relative energy (zero: lowest compared OMol25 entry of this formula, charge and spin) in eV: 3.125
Charge: -1
E in eV: -20963.7661

Here are the Mulliken charges for atoms 1 to 5, given in e: -0.268, -0.092, 0.921, 0.405, -1.350

5.
Formula: C5H3InLiO3
Source: the Open Molecules 2025 dataset
Level of theory: ωB97M-V/def2-TZVPD

CARTESIAN COORDINATES (ANGSTROEM)
1 O 0.591 2.353 0.263
2 C 0.345 1.445 1.049
3 C -0.018 0.063 0.707
4 C -0.205 -0.747 1.786
5 H 0.372 1.665 2.135
6 H -0.315 -1.827 1.671
7 H -0.222 -0.341 2.799
8 O 0.548 0.209 -1.701
9 C -0.144 -0.408 -0.670
10 Li 0.876 2.030 -1.566
11 C -0.934 -1.546 -1.041
12 O -1.030 -2.028 -2.211
13 In 0.136 -0.869 -3.221

Values from the calculation:
Gap between HOMO and LUMO (spin up / spin down) in eV: 5.91 / 5.93
Relative energy (zero: lowest compared OMol25 entry of this formula, charge and spin) in eV: 0.429
Charge: +2
2S+1: 2
E in eV: -16732.7994

Here are the Mulliken charges for atoms 1 to 5, given in e: -0.603, 0.054, 0.653, -0.888, 0.392

6.
Formula: C5H3N
Source: the Open Molecules 2025 dataset
Level of theory: ωB97M-V/def2-TZVPD

CARTESIAN COORDINATES (ANGSTROEM)
1 C -2.016 -0.095 0.007
2 C 0.719 0.492 0.678
3 C 0.768 -0.848 0.083
4 C 0.802 0.402 -0.769
5 C -0.456 0.076 -0.077
6 N -3.157 -0.023 0.094
7 H 1.050 1.043 1.476
8 H 1.039 -1.855 0.165
9 H 1.251 0.807 -1.655

Values from the calculation:
Gap between HOMO and LUMO in eV: 10.61
Relative energy (zero: lowest compared OMol25 entry of this formula, charge and spin) in eV: 2.969
SMILES: N#C[C@]12[C@@H]3[C@H]1[C@@H]32
E in eV: -6717.7545

Here are the Mulliken charges for atoms 1 to 5, given in e: 0.148, -0.481, -0.504, -0.484, 0.353

7.
Formula: C5H3N2O
Source: the Open Molecules 2025 dataset
Level of theory: ωB97M-V/def2-TZVPD

CARTESIAN COORDINATES (ANGSTROEM)
1 C 1.217 -0.115 1.593
2 C -0.390 -0.215 0.273
3 C 0.802 0.167 -0.503
4 C -1.675 -0.342 -0.286
5 C 0.689 0.546 -1.770
6 N -0.098 -0.217 1.552
7 N -1.872 -0.120 -1.469
8 O 1.795 0.148 0.378
9 H 1.860 -0.334 2.452
10 H -2.260 -0.727 0.520
11 H -0.061 0.730 -2.478

Values from the calculation:
Gap between HOMO and LUMO (spin up / spin down) in eV: 8.04 / 7.90
Relative energy (zero: lowest compared OMol25 entry of this formula, charge and spin) in eV: 0.201
Charge: +1
E in eV: -10246.8951

Here are the Mulliken charges for atoms 1 to 5, given in e: 0.117, 0.457, 0.559, 0.198, -0.505

8.
Formula: C5H3N2S4
Source: the Open Molecules 2025 dataset
Level of theory: ωB97M-V/def2-TZVPD

CARTESIAN COORDINATES (ANGSTROEM)
1 C -3.814 0.678 0.593
2 C -1.489 0.230 0.331
3 C -2.918 -0.378 0.533
4 C -1.484 1.628 0.445
5 C 1.418 0.816 0.042
6 N -0.508 -0.584 0.379
7 N 0.795 -0.260 0.384
8 S -3.426 -1.999 0.600
9 S -3.058 2.259 0.530
10 S 4.216 -0.395 1.236
11 S 2.960 1.235 0.256
12 H -4.827 0.623 0.382
13 H 1.372 -1.124 0.652
14 H 3.641 -0.769 2.311

Values from the calculation:
Gap between HOMO and LUMO (spin up / spin down) in eV: 6.38 / 5.00
Relative energy (zero: lowest compared OMol25 entry of this formula, charge and spin) in eV: 0.431
Charge: -1
E in eV: -51550.3185

Here are the Mulliken charges for atoms 1 to 5, given in e: -0.450, 0.852, -0.279, -0.700, 0.103